No. 1
DFT (ωB97M-V with the def2-TZVPD basis set) results for 12 unconnected molecules or ions with the total composition C4H32O14 at a distorted geometry.

```
50
Properties=species:S:1:pos:R:3
O 17.42872 -1.54325 -18.60210
C 18.20944 -0.56357 -19.11575
C 19.63881 -0.96621 -19.45850
O 20.35194 0.15376 -19.88626
H 17.89306 -2.04357 -17.93993
H 17.70854 -0.24079 -20.00936
H 18.13466 0.32203 -18.45082
H 19.59677 -1.58610 -20.36297
H 20.16516 -1.27983 -18.58818
H 20.62158 0.68722 -19.16742
O 26.05046 3.55185 -22.43818
C 25.10258 2.50507 -22.37513
C 25.76414 1.23893 -23.08686
O 24.76671 0.19643 -23.35544
H 25.65769 4.29422 -21.98069
H 24.88980 2.25182 -21.36506
H 24.19649 2.76375 -22.83626
H 26.53921 0.89361 -22.46185
H 26.13386 1.68875 -23.97893
H 24.97099 -0.20918 -24.16862
O 22.78837 -0.92723 -21.77227
H 23.63172 -0.42624 -21.79416
H 22.14556 -0.20518 -21.91087
O 21.37484 4.36416 -18.34327
H 21.94069 3.92649 -17.76946
H 20.88852 4.88295 -17.73541
O 23.13135 -0.91171 -19.02587
H 22.79194 -1.76246 -18.64055
H 23.14877 -1.04113 -19.97458
O 25.55453 -0.44350 -20.06941
H 26.47258 -0.55820 -19.78503
H 25.01688 -0.43740 -19.27562
O 22.22151 4.10527 -21.12263
H 21.70155 4.74958 -21.62639
H 21.90101 4.11759 -20.23582
O 24.84424 3.32189 -18.24628
H 24.03408 2.88065 -18.66140
H 24.53147 3.95211 -17.61507
O 21.58587 1.56266 -22.29612
H 21.34963 1.80736 -23.20778
H 21.97527 2.38010 -21.94363
O 22.64622 0.38586 -16.33843
H 23.37830 0.17050 -16.85663
H 22.76205 -0.13616 -15.55525
O 25.33321 0.38825 -17.39050
H 26.08485 0.65014 -16.86670
H 25.23292 1.30551 -17.69390
O 22.97559 1.77399 -19.51415
H 22.49327 2.00493 -20.28833
H 22.96702 0.83184 -19.37400
```

Output
Molar mass = 304.3 g mol⁻¹
LUMO energy = 0.11 eV
Total charge = 0
SMILES = OCCO.OCCO.O.O.O.O.O.O.O.O.O.O
Energy above the lowest of the compared OMol25 structures with the same formula, charge and spin = 66.98 kcal/mol
Frontier orbital gap = 9.8 eV
Electronic energy = -1224.90008 a.u.

Results of the Mulliken charge analysis, in e, for atoms 1 through 2: O -0.533; C -0.388

No. 2
DFT (ωB97M-V with the def2-TZVPD basis set) results for 11 unconnected molecules or ions with the total composition C4H33N3O10 at a distorted geometry.

```
50
Properties=species:S:1:pos:R:3
C -0.25637 0.19032 -1.14169
C -0.80105 1.01135 -0.01719
C 0.25729 1.31242 1.05286
C 1.25202 2.15299 0.74337
N 2.30754 2.57950 1.47423
N -0.08846 0.67401 2.34005
N -1.25080 -0.85633 -1.66286
H 0.07359 0.78672 -1.97016
H 0.51916 -0.49297 -0.79395
H -1.11291 2.03434 -0.28162
H -1.67861 0.57474 0.47295
H 1.15744 2.63058 -0.22197
H 2.37920 2.23741 2.41274
H 3.04709 3.01024 0.96573
H 0.75144 0.35875 2.83139
H -0.69362 -0.11953 2.12542
H -0.64998 1.26386 2.96760
H -2.19775 -0.56344 -1.42600
H -1.30474 -0.96572 -2.68042
H -1.14415 -1.73291 -1.14823
H 0.14382 -4.78868 -0.41018
H 1.24633 -4.38457 -1.24888
O 0.51102 -3.97183 -0.77932
H -0.44068 1.05852 -3.55457
H -1.01610 0.82364 -4.83981
O -0.53566 0.31851 -4.16789
H 4.09459 -2.12437 0.79686
H 4.39273 -2.12276 -0.59069
O 3.59460 -2.04433 -0.03648
H -3.77102 -3.49864 -0.75857
H -4.39211 -2.22303 -0.04024
O -3.61777 -2.75747 -0.18572
H -2.41915 2.21111 -2.04674
H -1.44772 3.57895 -1.84563
O -1.57692 2.66311 -2.08694
H -3.67823 -0.53552 -3.27445
H -3.26423 0.78511 -3.79902
O -3.16558 0.24117 -3.00979
H 3.21020 -1.05636 4.15702
H 1.68363 -0.77324 4.32436
O 2.51037 -0.42909 3.97823
H -1.81443 3.45863 2.13715
H -2.88780 2.70569 2.88507
O -2.17413 2.57074 2.25506
H -0.66651 -3.09761 2.06723
H 0.38999 -2.60953 1.16539
O -0.33062 -2.26734 1.71221
H 3.84753 -0.38391 0.19448
H 4.71593 0.81896 0.49864
O 3.90795 0.59116 0.02650
```

Output
Molar mass = 283.3 g mol⁻¹
LUMO energy = -5.05 eV
Total charge = +2
Energy above the lowest of the compared OMol25 structures with the same formula, charge and spin = 38.82 kcal/mol
Frontier orbital gap = 8.9 eV
Electronic energy = -1088.29800 a.u.

Results of the Mulliken charge analysis, in e, for atoms 1 through 2: C -0.472; C -0.692

No. 3
DFT (ωB97M-V with the def2-TZVPD basis set) results for a molecular structure, C4H34BO25 at a distorted geometry.

```
64
Properties=species:S:1:pos:R:3
O -2.50406 1.25298 2.06170
C -1.50603 1.30667 1.30817
O -1.39726 0.53861 0.34506
B 0.04886 0.37599 -0.06838
O 0.63068 1.36045 0.81597
C -0.26602 1.85639 1.49080
O -0.09266 2.96727 2.16670
O 0.18545 0.63212 -1.45137
C 0.73427 -0.22416 -1.95830
O 0.72681 -0.43213 -3.17571
C 0.87732 -1.46110 -0.98677
O 0.51810 -0.97543 0.12648
O 1.22143 -2.44448 -1.27233
O -3.26998 -0.79972 3.07801
H -3.65889 -0.60138 3.82810
H -3.03263 -0.16907 2.58366
O 0.15659 0.97728 3.63347
H -0.56457 1.65138 3.97238
H -0.29715 0.18701 3.40067
O -2.98411 -0.66859 -2.18792
H -2.26737 -0.11085 -2.63107
H -2.64892 -1.55405 -2.09687
O -4.09001 2.57343 -0.33861
H -3.87945 3.45219 -0.36442
H -3.38253 2.32831 0.24496
O 3.06847 1.58478 2.50891
H 2.09172 1.42499 2.86486
H 3.04952 0.96761 1.75353
O -0.59637 -3.33102 0.68755
H -0.67431 -2.49586 0.14862
H -1.54499 -3.23657 0.75237
O 1.17764 -3.91782 -3.89621
H 1.01181 -3.57783 -4.85435
H 0.73634 -3.34595 -3.26523
O 0.44357 -5.54182 -2.24488
H -0.18722 -5.75484 -1.67830
H 0.04600 -4.81145 -2.68116
O 3.76883 -2.58254 -3.64449
H 3.81326 -2.02404 -4.42333
H 2.88770 -2.92074 -3.68100
O -1.58233 5.06497 2.56606
H -1.00567 5.75872 2.38908
H -0.85197 4.39055 2.65220
O 2.40425 3.92163 0.90622
H 2.96046 3.27147 1.37678
H 1.71653 3.52863 1.29127
O -0.60754 -1.33772 2.77955
H -0.43933 -1.81291 1.83811
H -1.50468 -1.24023 2.80302
O 3.45709 -0.15457 0.46434
H 3.09930 -1.11440 0.61793
H 4.14763 -0.22647 -0.09804
O -0.24648 -0.24732 -5.94297
H 0.10288 -0.40086 -5.00690
H 0.47248 -0.21430 -6.26426
O 2.65870 -2.52213 0.97880
H 1.63217 -2.41273 0.91816
H 2.86586 -2.75901 0.04074
O -0.68390 3.33725 -2.69175
H 0.14042 3.10948 -2.40127
H -0.98341 2.47994 -3.03809
O -1.78633 2.65022 4.51533
H -2.26574 1.93266 4.78788
H -2.05022 2.54109 3.64652
```

Output
Molar mass = 493.1 g mol⁻¹
LUMO energy = 1.44 eV
Total charge = -1
Energy above the lowest of the compared OMol25 structures with the same formula, charge and spin = 274.15 kcal/mol
Frontier orbital gap = 9.3 eV
Electronic energy = -2078.66361 a.u.

Results of the Mulliken charge analysis, in e, for atoms 1 through 2: O -0.794; C 1.134

No. 4
DFT (ωB97M-V with the def2-TZVPD basis set) results for 13 unconnected molecules or ions with the total composition C4H34O12S at a distorted geometry.

```
51
Properties=species:S:1:pos:R:3
C 1.23176 -0.47169 -0.23101
C 0.82661 1.03671 -0.10953
C 1.43005 1.69275 1.12603
C 0.48694 2.33408 2.17421
S -0.81017 3.38721 1.35750
H 0.49655 -1.11155 -0.70660
H 2.29569 -0.66970 -0.61622
H 1.08988 -0.81044 0.78722
H -0.24470 1.09453 -0.25894
H 1.25485 1.50015 -1.02721
H 2.02760 2.55935 0.80914
H 2.12806 0.97227 1.63843
H 0.95513 2.79950 3.01846
H -0.09775 1.44813 2.50806
H -0.21953 3.74596 0.17990
H 2.96038 -2.30231 0.31294
H 3.43227 -2.25268 1.85110
O 3.26882 -2.82933 1.08690
H -1.62069 -0.49097 2.66078
H -2.74559 0.66901 2.79656
O -2.09697 0.10667 3.24405
H 1.73764 -1.17171 2.46866
H 2.69198 -0.33686 3.41849
O 2.57397 -0.70516 2.53923
H 2.25711 0.57978 -3.16691
H 1.81087 1.86065 -3.80350
O 2.57026 1.47145 -3.34044
H 0.11084 -1.09979 -3.38093
H 0.38963 -0.07894 -4.50846
O 0.53059 -0.22740 -3.56880
H -0.93371 -2.32555 1.05544
H -2.33081 -2.00976 0.39778
O -1.62682 -1.66223 0.96559
H 0.22265 -2.68219 2.84714
H -1.00172 -1.96873 3.33519
O -0.04245 -1.87885 3.35907
H 1.65029 -3.55444 0.69102
H 0.69229 -4.62225 1.25355
O 0.69272 -3.78105 0.78766
H -3.64269 0.17175 -0.30685
H -4.70939 -0.62626 -1.31034
O -4.02845 -0.66426 -0.64238
H -0.55851 1.57776 -3.01708
H 0.09075 2.91367 -2.78055
O -0.51156 2.46580 -3.39174
H -2.88893 2.40573 -0.65783
H -2.10669 1.05699 -0.89552
O -2.91201 1.54531 -1.09245
H -2.57327 -0.16864 -2.88355
H -2.13411 1.01416 -3.27791
O -2.06964 0.09337 -3.69535
```

Output
Molar mass = 306.4 g mol⁻¹
LUMO energy = 0.07 eV
Total charge = 0
Energy above the lowest of the compared OMol25 structures with the same formula, charge and spin = 10.49 kcal/mol
Frontier orbital gap = 9.4 eV
Electronic energy = -1473.79819 a.u.

Results of the Mulliken charge analysis, in e, for atoms 1 through 2: C -0.508; C 1.964

No. 5
DFT (ωB97M-V with the def2-TZVPD basis set) results for 13 unconnected molecules or ions with the total composition C4H35N2O13 at a distorted geometry.

```
54
Properties=species:S:1:pos:R:3
N 0.39096 -0.00965 -1.06810
C -0.20328 -0.57216 -2.29809
C 0.32315 -2.04475 -2.45293
C -1.72935 -0.32888 -2.21463
N -2.44293 0.71181 -2.75050
C -1.70149 1.98432 -2.85448
O -2.47366 -1.14798 -1.64803
H 0.45615 -0.44590 -0.05167
H -1.28828 2.69949 0.50238
H -0.04545 0.87577 -1.04789
H 0.16407 -0.01487 -3.24542
H 0.08423 -2.60665 -3.37516
H 1.43218 -2.26088 -2.52959
H 0.10213 -2.55151 -1.52222
H -3.43673 0.77702 -2.46819
H -0.84826 2.22470 -2.08871
H -2.44148 2.80344 -2.67105
H -1.10034 2.08197 -3.86773
H -3.16337 -0.01971 1.51774
H -2.72267 -1.47887 1.48053
O -2.86476 -0.83140 1.96041
H 0.43335 -3.24793 2.85891
H 1.95422 -3.52205 3.29377
O 1.40968 -2.81625 2.84302
H 4.44062 0.92131 -1.40690
H 3.95561 2.30294 -0.94583
O 3.78265 1.38366 -1.12983
H 1.26093 -2.73486 1.11478
H 2.10613 -1.53740 0.98417
O 1.42404 -1.97008 0.36619
H 1.69932 3.28222 0.08414
H 0.33928 2.62581 -0.53682
O 1.24101 2.50422 -0.15138
H -1.12841 0.08063 2.03730
H -0.16568 -1.02346 2.10420
O -0.22146 -0.19078 1.63217
H -0.23322 4.78291 -0.89207
H -0.43166 1.76000 1.12467
O -1.05713 1.85424 0.41247
H -0.46900 -4.35925 0.70421
H -1.21466 -4.43457 2.12663
O -0.43423 -4.32225 1.62873
H 1.12086 4.51923 2.42197
H 0.18607 3.49599 2.98120
O 0.19313 4.23723 2.24009
H -0.45866 4.67069 0.56714
H 1.42798 -0.03805 -1.40280
O -0.85214 4.43248 -0.26256
H -2.66346 -4.32885 -0.87457
H -2.20960 -2.88915 -1.15033
O -2.08462 -3.60943 -0.55330
H 3.29611 -1.36037 3.57743
H 3.34001 0.20266 3.80861
O 3.52210 -0.51678 3.08791
```

Output
Molar mass = 319.3 g mol⁻¹
LUMO energy = -2.57 eV
Total charge = +1
Energy above the lowest of the compared OMol25 structures with the same formula, charge and spin = 153.57 kcal/mol
Frontier orbital gap = 10.2 eV
Electronic energy = -1260.66069 a.u.

Results of the Mulliken charge analysis, in e, for atoms 1 through 2: N 0.592; C 0.228

No. 6
DFT (ωB97M-V with the def2-TZVPD basis set) results for 13 unconnected molecules or ions with the total composition C4H35NO13 at a distorted geometry.

```
53
Properties=species:S:1:pos:R:3
C -0.85669 0.21503 -0.33186
N -0.05987 -0.74762 -1.17445
C -0.70888 -2.14483 -1.19215
O -1.72729 -2.11112 -2.10670
C -0.24303 1.60191 -0.44826
C -1.30772 2.55155 0.22531
H -0.75604 -0.11983 0.79690
H -2.04763 0.15117 -0.55687
H -0.03248 -0.48873 -2.11597
H -0.22323 -3.04195 -1.49055
H -1.18976 -2.45963 -0.24462
H -1.25829 -1.51921 -2.91495
H 0.68268 1.72046 0.11222
H -0.10707 1.77633 -1.57622
H -1.42333 2.25696 1.33658
H -2.24735 2.56127 -0.36877
H -0.74692 3.38716 0.25485
H 0.43617 -2.13773 0.93099
H 0.72594 -2.62156 2.36631
O 0.94940 -1.99322 1.62046
H 1.43106 -1.35274 4.27475
H 2.04588 -0.06830 4.07239
O 1.38537 -0.45516 4.67641
H 2.48163 1.62285 1.43823
H 3.50031 2.10406 2.42309
O 2.76670 2.35800 1.96999
H 3.01256 -0.35482 1.67296
H 4.22261 -0.63894 2.67576
O 3.34776 -0.16010 2.65744
H -1.71965 -3.11755 3.63365
H -1.96414 -2.37888 2.26717
O -1.48467 -3.14115 2.67357
H -4.07653 -2.66164 0.33646
H -3.40847 -1.70740 -0.64584
O -3.73976 -1.76052 0.28286
H -1.31390 2.57810 -3.45608
H -2.20604 2.31895 -2.28128
O -1.95783 1.97855 -3.15347
H 1.86718 -0.80484 -0.01058
H 2.92685 -1.75910 -0.11935
O 2.75801 -0.94166 -0.45700
H 0.42043 4.25306 -3.01865
H 1.40263 3.17492 -3.53137
O 0.42278 3.42553 -3.66638
H 1.46572 0.74033 -2.18211
H 2.77770 0.57375 -3.08656
O 2.18036 1.27901 -2.76980
H -0.78931 0.32218 -3.82893
H -2.08483 -0.08978 -4.34283
O -1.16394 -0.41940 -4.11053
H -0.88001 1.19156 5.01378
H -0.53104 -0.00116 4.25742
O -1.39643 0.50150 4.45951
```

Output
Molar mass = 305.3 g mol⁻¹
LUMO energy = 0.13 eV
Total charge = 0
Energy above the lowest of the compared OMol25 structures with the same formula, charge and spin = 134.46 kcal/mol
Frontier orbital gap = 9.7 eV
Electronic energy = -1206.12536 a.u.

Results of the Mulliken charge analysis, in e, for atoms 1 through 2: C 0.496; N 0.009